one) Molecular formula: H3S3
Method: DFT, ωB97M-V/def2-TZVPD

Last column: Mulliken charge in e.
Element x y z (Å)
S: 1.0402 -1.0584 -1.3456  -0.29
H: 1.2208 -2.3748 -1.3904  0.06
S: -1.5929 1.3119 1.1147  -0.38
S: 1.1928 -0.6909 0.6886  -0.60
H: -1.2949 2.3423 0.3252  0.09
H: -0.5658 0.4699 0.6074  0.12

Summary:
HOMO energy = -0.098 Eh
Total charge = -1
LUMO level = 3.561 eV

***

two) Molecular formula: H3S3
Method: DFT, ωB97M-V/def2-TZVPD

Last column: Mulliken charge in e.
Element x y z (Å)
S: 1.8833 -1.2434 0.0485  -0.24
H: 2.2756 -0.5781 1.1268  0.12
S: -2.0061 0.7229 0.4720  -0.75
S: 1.0686 0.4117 -0.9447  -0.30
H: -2.9667 0.3270 -0.3710  -0.01
H: -0.2548 0.3599 -0.3317  0.17

Summary:
HOMO energy = -0.119 Eh
Total charge = -1
LUMO level = 3.302 eV

***

Most stable to least stable, the ends of the list are one) and two).